1.
The following is a quantum chemistry calculation of a 2-piece molecular cluster, C3H2BrClO overall at a distorted geometry, from the OMol25 dataset.

Element x y z (Å)
H (1.4608, 1.6573, 0.4058)
C (-0.4460, 0.5792, 1.1350)
Cl (-0.6211, 1.4271, 2.7254)
C (0.0333, -0.9934, -1.6940)
O (-0.9161, -0.9337, -2.4264)
H (-1.2221, -0.1197, 0.8006)
Br (1.1242, -2.4886, -1.3317)
C (0.5870, 0.8718, 0.3853)

Computed properties:
max |F|	0.0802	hartree/bohr
E_LUMO (spin up / spin down)	-0.058 / -0.040	Ha
calculated total energy	-87750.8701	eV

2.
The following is a quantum chemistry calculation of C27H33ClN2O5Rh as an isolated structure at a distorted geometry, from the OMol25 dataset.

Element x y z (Å)
C (-0.2635, -3.7461, -2.5833)
H (0.0628, -1.9454, 3.5919)
O (-2.3344, -0.3715, -3.6905)
C (-0.1839, -1.4680, -3.7722)
H (3.2291, -5.3579, -0.3393)
C (0.7347, 3.2489, 1.1962)
C (1.5044, -4.2147, -0.9519)
H (-2.7491, 3.1073, -1.8878)
C (0.2444, -1.8343, 2.5180)
H (3.3235, -0.5858, 3.3135)
H (-1.3895, 2.7576, -2.9855)
C (1.9792, -2.9017, -1.0905)
H (-0.6613, -1.9484, -4.6214)
O (0.1646, 2.3637, 0.3711)
H (0.4929, -2.8173, 2.0975)
H (-1.8914, 1.0006, 0.3252)
H (-3.2887, 1.4629, -3.6239)
H (-0.6618, -1.4519, 2.0378)
C (-1.6255, 3.9330, 1.6647)
Cl (2.2968, 1.4107, -1.6347)
Rh (0.8821, -0.2645, -0.9756)
C (-2.5305, 4.8035, 2.2668)
H (-2.7852, 6.5287, 3.5440)
C (0.2174, 5.1832, 2.6627)
C (-2.0750, 1.0834, -1.8244)
H (0.8599, 1.9290, -0.2207)
H (0.0413, 0.8203, 2.5618)
C (-0.7088, 6.0517, 3.2672)
C (-1.1206, -0.4991, -3.1619)
C (0.3531, -4.5951, -1.6574)
H (-1.1743, -4.2907, -4.4611)
H (-1.9479, 3.1057, 1.0373)
C (-0.2526, 4.1165, 1.8397)
O (1.9556, 3.2741, 1.3861)
H (2.2533, -4.7284, 1.0003)
H (-0.3394, 6.8654, 3.8930)
C (1.1086, -2.0213, -1.7352)
H (-0.0621, -5.5945, -1.4963)
C (1.0276, 0.4857, 2.8958)
H (3.6289, -1.5476, -1.1193)
H (1.7853, 1.2343, 2.6553)
H (-1.8193, -5.1326, -3.0372)
C (-2.0685, 5.8560, 3.0669)
H (-3.5999, 4.6530, 2.1041)
N (1.8111, -0.8667, 0.8941)
H (3.9745, -3.1220, -0.2945)
C (3.2262, -2.3591, -0.4954)
O (3.3413, -2.1332, 1.9117)
H (-2.2483, -3.4373, -3.3417)
C (-2.6286, 0.7669, -0.4498)
H (-2.8959, -0.2951, -0.4065)
C (0.2219, -2.4396, -2.7249)
C (-1.7980, 2.5689, -1.9870)
C (2.6626, -1.3993, 2.9772)
H (-3.9682, 0.2173, -2.5495)
H (0.6916, -0.8825, -4.0949)
O (1.5269, 5.3625, 2.8446)
C (-1.4388, -4.1759, -3.4018)
H (1.9569, 4.6097, 2.3321)
C (2.7891, -1.7333, 0.7709)
H (-1.1059, 2.9338, -1.2283)
H (0.9879, 0.3759, 3.9888)
N (-0.8864, 0.2354, -2.1118)
H (2.4884, -2.0916, 3.8059)
C (2.1996, -5.1508, -0.0145)
C (1.3928, -0.8623, 2.3163)
H (1.6534, -6.0983, 0.0411)
H (-3.5298, 1.3674, -0.2792)
C (-3.0367, 0.6510, -2.9298)

Computed properties:
total charge	-1
multiplicity	5
max |F|	0.0749	hartree/bohr
E_LUMO (spin up / spin down)	0.086 / 0.072	Ha
calculated total energy	-57282.5366	eV

Look up the calculated total energy of the second one. -57282.5366 eV